The following is a quantum chemistry calculation of 3 unconnected molecules or ions with the total composition C2H11NO2S2 at a distorted geometry, from the OMol25 dataset.

Structure (ORCA input):
```
! RIJCOSX wB97M-V def2-TZVPD def2/J DEFGRID3
* xyz 0 1
N -0.5107 -0.1518 3.3410
C -1.1303 0.9707 2.6271
C -1.9391 0.3139 1.4261
S -1.1380 0.3965 -0.2027
S -2.1724 -0.8030 -1.4895
H -1.0680 -0.5393 4.0945
H 0.3464 0.1875 3.7686
H -1.8702 1.5786 3.1596
H -0.3237 1.6099 2.2783
H -2.0238 -0.7587 1.5274
H -2.8589 0.9076 1.4138
H -3.3911 -0.3443 -1.4397
O 4.9959 5.0861 -2.4487
H 4.4511 5.0420 -1.6738
H 4.9023 4.1747 -2.7787
O 3.5542 -5.2477 -0.9777
H 4.3803 -5.7262 -1.0732
H 3.8417 -4.4263 -1.3936
*
```

HOMO energy = -0.30981 hartree
SMILES = NCCSS.O.O
lowest unoccupied orbital energy = 0.54 eV